{"formula": "C4H6B4CdF19O2", "method": "wB97M-V/def2-TZVPD", "elements": ["Cd", "C", "O", "O", "C", "F", "F", "F", "C", "C", "H", "H", "H", "H", "H", "H", "B", "F", "F", "F", "F", "B", "F", "F", "F", "F", "B", "F", "F", "F", "F", "B", "F", "F", "F", "F"], "xyz": [[-18.45331, -3.91656, 30.28700], [-19.83819, -6.75890, 29.44130], [-18.93394, -6.97512, 28.37149], [-19.38310, -5.86172, 30.27627], [-21.23056, -6.53134, 28.81870], [-21.28297, -5.72558, 27.75037], [-21.71345, -7.74144, 28.36109], [-22.09503, -6.09499, 29.73596], [-17.98391, -7.97452, 28.53960], [-16.94723, -7.86555, 27.44668], [-17.32344, -8.23111, 26.48429], [-16.44354, -6.90584, 27.43620], [-16.20026, -8.65795, 27.63063], [-18.40983, -8.99148, 28.63016], [-17.46302, -7.84536, 29.50329], [-20.02030, -7.70240, 30.01247], [-20.70045, -3.07068, 32.10487], [-21.01382, -1.82160, 32.66243], [-21.51647, -4.09940, 32.51518], [-20.67435, -2.89434, 30.68494], [-19.32373, -3.37119, 32.40427], [-16.15567, -5.47764, 32.26714], [-16.28134, -6.75202, 31.66275], [-16.80860, -5.49732, 33.50579], [-14.79433, -5.21255, 32.46121], [-16.77508, -4.51145, 31.40169], [-18.35226, -3.50742, 27.46232], [-18.83975, -4.32933, 26.44874], [-17.50108, -4.26597, 28.32685], [-17.56724, -2.51462, 26.84164], [-19.31276, -2.94901, 28.33448], [-16.65681, -1.15228, 31.12928], [-16.95087, -1.08621, 32.48372], [-16.57875, 0.13329, 30.54961], [-15.42788, -1.79507, 30.93055], [-17.70338, -1.87856, 30.44811]], "lowdin_charge": [1.5409, -0.5104, -0.0831, -0.1878, -0.5395, 0.1433, 0.0592, 0.1438, -0.3018, -0.0798, 0.0619, 0.0774, 0.0609, 0.1094, 0.1170, 0.1497, -1.2383, 0.0894, 0.1318, 0.0338, 0.0314, -1.2127, 0.0700, 0.0965, 0.0913, 0.0198, -1.2445, 0.1124, 0.0290, 0.0858, 0.0642, -1.2259, 0.1178, 0.0697, 0.0964, 0.0208], "energy_ha": -2472.11709, "gap_ev": 7.808, "spin_multiplicity": 1, "relative_energy_kj_mol": 0.0, "total_charge": -3, "lumo_energy_ha": 0.264, "e_homo_ev": -0.614}



{"formula": "C12H17BN6O2Pt", "method": "wB97M-V/def2-TZVPD", "elements": ["C", "N", "N", "C", "C", "B", "N", "N", "C", "C", "C", "Pt", "N", "N", "C", "C", "C", "H", "H", "H", "H", "H", "H", "H", "H", "H", "H", "H", "C", "H", "H", "H", "C", "O", "C", "O", "H", "H", "H"], "xyz": [[-1.27985, 0.87835, 2.54826], [-1.34653, 0.30195, 1.33682], [-2.65964, 0.05805, 1.01237], [-3.42471, 0.44416, 2.05413], [-2.58838, 0.96294, 3.04035], [-3.02677, -0.69547, -0.30807], [-2.42641, 0.11469, -1.51050], [-1.07602, 0.36867, -1.50910], [-0.73543, 0.97229, -2.65770], [-1.89239, 1.11485, -3.40528], [-2.93220, 0.57628, -2.67133], [0.20293, -0.02479, -0.00164], [-2.12139, -1.97499, -0.24097], [-0.76943, -1.82729, -0.06004], [-0.18819, -3.03928, -0.04408], [-1.19768, -3.98168, -0.19623], [-2.40225, -3.29394, -0.30432], [0.88183, -3.10237, 0.08256], [-3.42468, -3.61725, -0.42933], [-1.04137, -5.04376, -0.23180], [-4.19757, -0.91687, -0.41156], [-3.97499, 0.43360, -2.91712], [-4.48853, 0.30390, 2.02725], [-1.93174, 1.52346, -4.39110], [-2.86993, 1.32681, 4.00042], [0.28576, 1.26936, -2.81724], [-0.33330, 1.17258, 2.97274], [2.23739, 0.17947, -1.67106], [2.62616, 1.20447, -1.63831], [2.61127, 1.62948, -2.64848], [2.02357, 1.81513, -0.95701], [3.65955, 1.16977, -1.28277], [3.60906, 0.54539, 2.25555], [2.61273, 0.53300, 1.21354], [1.48330, -0.23069, 1.41138], [1.34534, -0.91157, 2.41946], [4.47346, -0.02384, 1.90655], [3.22185, 0.14627, 3.19373], [3.89260, 1.59051, 2.36569]], "lowdin_spin": [0.0698, 0.2936, 0.0974, 0.2018, 0.4270, 0.0055, 0.0784, 0.2313, 0.0457, 0.4017, 0.2188, 0.8277, 0.0919, 0.3345, 0.0536, 0.4110, 0.2137, -0.0010, 0.0049, 0.0134, -0.0011, 0.0046, 0.0045, 0.0129, 0.0146, -0.0022, -0.0006, 0.0045, 0.0100, -0.0004, 0.0031, -0.0001, -0.0014, 0.0106, -0.0278, -0.0534, 0.0018, -0.0008, 0.0005], "energy_ha": -1088.69253, "gap_ev": [7.037, 4.534], "spin_multiplicity": 5, "s_squared": 6.061, "relative_energy_kj_mol": 45.3, "total_charge": 4, "lumo_energy_ha": [-0.583, -0.674], "e_homo_ev": [-22.909, -22.878]}



{"formula": "C3H10NS", "method": "wB97M-V/def2-TZVPD", "elements": ["C", "N", "H", "H", "H", "H", "C", "S", "C", "H", "H", "H", "H", "H", "H"], "xyz": [[-0.72467, -0.54460, -1.03819], [-0.89392, -1.68214, -0.25202], [0.11111, -0.61338, -1.72323], [-1.62630, -0.22725, -1.53954], [-0.27023, -2.45141, -0.43795], [-1.84379, -1.99635, -0.08167], [1.52167, 1.21936, -0.59086], [-0.17985, 0.99486, 0.00139], [-0.35132, 0.47382, 1.71239], [1.99059, 1.96069, 0.04532], [1.40555, 1.55305, -1.61005], [2.07036, 0.27859, -0.48653], [0.14371, 1.17109, 2.37363], [-1.42672, 0.37453, 1.77348], [0.07382, -0.51087, 1.85382]], "lowdin_charge": [-0.3501, -0.0008, 0.0921, 0.0980, 0.1054, 0.1120, -0.2425, 1.0536, -0.2489, 0.0626, 0.0624, 0.0721, 0.0688, 0.0612, 0.0541], "energy_ha": -572.96967, "gap_ev": 11.400, "spin_multiplicity": 1, "relative_energy_kj_mol": 77.5, "total_charge": 1, "lumo_energy_ha": -0.107, "e_homo_ev": -14.318}



{"formula": "C3H7NP2S", "method": "wB97M-V/def2-TZVPD", "elements": ["C", "C", "C", "N", "P", "P", "S", "H", "H", "H", "H", "H", "H", "H"], "xyz": [[0.74481, 1.71264, -0.43736], [-0.95558, 3.00422, 1.44960], [-0.35584, -3.31838, -0.33191], [1.03563, -1.09200, -0.89316], [-0.06146, -0.07957, -0.37454], [0.25446, 3.38201, 0.42085], [1.22743, -2.66504, -0.94003], [0.94718, 2.02486, -1.43722], [1.78693, 1.42002, -0.07006], [-1.52299, 2.12180, 1.19190], [-1.13823, 3.95700, 1.96998], [-0.51379, -3.24249, 0.74295], [-0.41055, -4.41610, -0.37684], [-1.03801, -2.80897, -0.91416]], "lowdin_charge": [-0.6707, -0.4131, -0.4137, -0.8347, 0.7956, 0.8120, 0.7399, -0.0350, 0.0199, -0.0290, -0.0254, 0.0359, 0.0430, -0.0250], "energy_ha": -1254.03590, "gap_ev": [8.119, 8.119], "smiles": "C=PC/P=N/SC", "spin_multiplicity": 1, "relative_energy_kj_mol": 139.1, "lumo_energy_ha": [-0.010, -0.010], "e_homo_ev": [-8.388, -8.387]}